C23H65O36P7V as an isolated structure in a non-equilibrium geometry, computed with ωB97M-V/def2-TZVPD.

Cartesian coordinates (Å):
H  -5.9579  -3.7868  1.6052
H  -1.5306  -10.3247  -6.6992
O  6.1928  5.7906  8.3029
H  -8.8989  -5.4666  4.9391
H  7.5982  -2.0734  -8.9752
C  7.3164  6.5728  8.6800
H  4.9010  -1.5654  -5.7919
H  -9.3053  -0.9186  4.9063
H  1.6962  -12.9445  -2.9461
O  -4.0394  1.2967  -8.5201
C  3.7099  8.1916  -0.4610
H  0.7710  -9.4336  -1.3694
H  -0.0878  -9.3469  -6.8271
O  -2.7536  2.8370  -10.1019
O  7.0688  3.3790  7.9467
H  -0.5246  0.6114  0.6825
H  -5.4303  6.1874  8.7231
H  8.2530  1.6803  7.5039
H  3.3337  9.1994  -0.2852
H  -7.3891  -6.1582  4.3666
H  -2.4311  4.2818  -11.4426
O  -0.4188  -2.3099  0.8791
C  -9.0698  -1.9480  4.6360
H  4.6513  8.1853  0.0884
C  -4.6284  0.6381  10.2629
H  -5.5770  0.2302  9.9137
H  -4.0700  1.9991  6.5965
H  5.0670  -1.1354  -4.1057
H  -3.5398  2.1456  -6.0127
H  5.0288  5.3840  -1.0847
O  -5.2796  -3.2176  4.5378
C  4.1134  4.8859  -0.7653
O  2.9735  5.4281  -1.3408
H  -4.0082  3.8274  6.8389
P  1.8352  6.2956  -0.5328
O  -5.4249  2.7943  7.8813
H  0.6832  -8.9558  -3.0526
C  -6.0883  5.6291  9.3890
O  -0.5089  -5.8534  4.5552
C  -7.8433  -5.2535  4.7707
C  -5.8109  3.6438  -9.8492
O  6.7029  5.0939  5.8585
H  0.1702  -11.0255  -6.6818
H  -2.0676  2.7642  -5.6522
H  8.1995  -2.6472  -7.4080
H  3.0804  -11.9458  -3.2383
C  0.1201  -9.4212  -2.2436
H  3.4520  3.6311  5.6455
H  -0.8853  7.9093  -1.8126
O  6.7938  -1.2464  -5.0783
H  3.8410  2.2438  6.7083
O  -7.5679  -4.3578  3.7841
O  2.7129  7.3774  0.2219
O  7.8074  1.1358  -5.5685
O  -0.9196  -4.0109  -4.3466
H  -3.8591  0.1036  9.7056
C  0.0996  8.1136  -1.3926
C  -0.5022  -10.2347  -6.3493
C  -6.4612  -2.8286  1.4755
O  -0.8955  -12.5298  -4.2302
P  -0.1636  -11.2796  -4.0031
H  -5.7420  4.4046  -10.6267
H  7.6960  7.0473  7.7751
H  8.1131  6.0389  9.1980
H  3.8454  7.9828  -1.5223
H  -9.8015  -2.5828  5.1358
O  7.4024  -0.7024  -7.4546
H  -0.0751  8.2439  -0.3246
H  11.1368  -0.3781  -5.2011
O  -3.1683  -3.7123  -4.6424
H  6.6187  1.3908  7.5544
O  1.0095  5.4893  0.4152
H  -7.1974  -3.0392  0.6998
O  4.6911  4.0571  7.2150
P  -5.7177  2.9426  9.5132
H  -1.0165  4.0284  -10.3354
C  7.3152  2.1648  7.2320
H  -2.4369  4.8940  -9.8081
H  -5.7624  -2.1106  1.0461
H  2.6282  -13.0698  -4.4860
H  -3.4319  3.8942  -5.7677
P  -3.6209  2.7005  -8.7418
C  -2.0154  -3.9919  -5.1475
C  2.2198  -12.3983  -3.7307
H  -7.0528  5.3597  8.9586
C  -2.9492  3.0348  -6.2331
O  1.0144  7.0714  -1.7051
H  4.0838  4.9433  0.3228
O  -4.8140  3.8238  -8.8409
H  10.4344  0.4015  -6.5761
O  -7.7620  -2.2358  5.0923
H  -5.7512  2.6284  -10.2410
O  -0.1090  -0.7903  2.2340
C  -2.1022  4.0615  -10.4270
H  7.0225  7.3063  9.4309
H  11.0049  -1.3568  -6.5845
O  -7.0853  2.4805  9.9563
H  7.2774  2.1501  6.1428
H  -9.1705  -2.1339  3.5667
H  5.2337  0.0540  -5.4967
C  -4.1646  2.8429  7.2800
O  -0.5804  -10.0734  -4.9640
H  -6.7472  3.8552  -9.3326
H  -4.5389  0.2266  11.2682
O  -0.2750  -10.7364  -2.5138
O  -2.6098  3.2775  -7.6007
H  4.1896  3.8100  -0.9221
C  5.4624  -0.9358  -5.1016
H  -0.7584  -8.8176  -2.0156
V  -0.2180  -4.3471  4.7898
O  1.4176  -11.3793  -4.3216
P  -6.6934  -2.9989  4.0500
O  9.2458  -1.0509  -5.6787
H  0.3502  9.0970  -1.7905
H  -7.4229  -5.0265  5.7504
H  -6.4017  6.1659  10.2844
C  10.4864  -0.5558  -6.0575
C  4.2347  3.1348  6.2192
O  -5.3767  4.5064  9.8795
C  -0.2912  -1.1048  1.0501
P  6.2218  4.5940  7.1913
P  7.8206  -0.3368  -5.8975
H  6.5052  -2.5404  -7.6183
H  -3.4472  2.7161  8.0908
O  -6.9037  -2.2331  2.6618
O  -0.4456  -0.1617  0.1190
H  5.0363  2.7439  5.5925
O  -1.9455  -4.2441  -6.3716
O  -4.4870  2.0773  10.1243
H  -1.2812  -3.7915  -3.4847
C  7.4348  -2.0446  -7.8979
O  -0.0165  -4.0284  6.3846

Summary:
* highest occupied orbital energy: -4.09 eV
* E_tot: -189332.719 eV
* Kohn-Sham gap: 1.45 eV
* energy relative to the best compared isomer or geometry (same formula, charge and spin): 0.000 eV
* net charge: -1

Atomic partial charges in e from the Löwdin method, atoms 1 to 99: H 0.091; H 0.098; O -0.229; H 0.088; H 0.091; C -0.109; H 0.090; H 0.091; H 0.087; O -0.227; C -0.073; H 0.090; H 0.094; O -0.217; O -0.225; H 0.105; H 0.092; H 0.083; H 0.085; H 0.095; H 0.087; O 0.015; C -0.125; H 0.088; C -0.090; H 0.084; H 0.097; H 0.102; H 0.088; H 0.088; O -0.258; C -0.138; O -0.228; H 0.090; P 0.449; O -0.249; H 0.090; C -0.105; O -0.320; C -0.161; C -0.104; O -0.263; H 0.087; H 0.090; H 0.082; H 0.082; C -0.116; H 0.098; H 0.088; O -0.208; H 0.089; O -0.238; O -0.233; O -0.256; O 0.058; H 0.086; C -0.116; C -0.114; C -0.113; O -0.231; P 0.384; H 0.083; H 0.088; H 0.084; H 0.094; H 0.084; O -0.229; H 0.088; H 0.086; O -0.069; H 0.084; O -0.246; H 0.094; O -0.226; P 0.526; H 0.090; C -0.133; H 0.080; H 0.100; H 0.087; H 0.086; P 0.457; C -0.813; C -0.104; H 0.089; C -0.112; O -0.215; H 0.090; O -0.244; H 0.094; O -0.236; H 0.088; O -0.029; C -0.114; H 0.086; H 0.090; O -0.268; H 0.085; H 0.082

C41H34CrN2O4SSb as an isolated structure in a non-equilibrium geometry, computed with ωB97M-V/def2-TZVPD.

Cartesian coordinates (Å):
C  3.7091  1.6652  -0.0496
O  -1.6162  1.8794  1.0934
C  3.2055  -2.0597  -1.6106
H  -0.4687  -2.3956  2.9863
C  0.4201  -0.2406  -3.4099
H  4.6760  -3.3577  -2.4636
S  -1.5780  2.3290  -2.7691
H  0.9603  -3.5243  -0.8385
H  0.7709  0.3684  5.9820
C  0.1857  -1.1073  4.5476
H  -5.9132  4.9189  -5.2097
H  0.9717  1.8807  1.9120
H  -0.3040  -2.8637  0.2131
N  0.7918  -2.1655  5.2421
C  -2.9476  3.1658  -3.4743
C  -3.4289  0.3353  -0.4863
H  5.0753  1.5471  -1.6945
C  -4.5448  0.7349  0.2714
C  1.9555  2.1015  1.5238
C  2.3005  -3.9730  1.9218
H  0.2485  -4.5307  0.4300
H  -4.6678  1.7859  0.5202
H  3.7976  -3.1081  -4.7665
H  -1.7251  4.6693  -4.3829
C  2.4449  1.3635  0.4529
C  4.4573  2.6586  0.5732
H  3.5132  0.7627  -1.9763
C  -1.0144  0.9553  3.1516
C  0.5686  -3.5197  0.1821
C  3.6528  -2.2574  2.8918
H  3.5818  -2.1867  -0.6055
C  -5.3391  -1.5264  0.4685
C  -3.7972  4.9188  -4.8776
H  -2.5274  -1.3870  -1.4105
C  -1.0577  -0.3496  2.6439
C  1.6306  -3.0463  1.1334
H  3.8332  -4.3404  3.3599
H  -6.2980  2.8900  -3.8569
H  4.4340  -1.9480  3.5729
H  -4.1514  -2.9997  -0.5574
C  -5.2967  3.2872  -3.9585
H  -0.3363  2.2311  4.7239
C  -4.2386  2.6614  -3.3303
H  5.4525  2.8699  0.2058
C  4.2855  0.9557  -1.2345
Cr  -1.8904  1.6073  -0.6663
C  2.6903  3.1170  2.1132
C  -1.5311  2.1054  2.3662
C  3.8170  -2.7313  -2.6538
C  -5.0832  4.4216  -4.7279
C  1.9995  -1.7033  1.2235
O  -1.7752  3.1921  2.8748
C  2.1169  -1.2309  -1.8320
H  -4.3850  1.7726  -2.7261
H  2.0194  -5.0150  1.8789
C  -4.2708  -1.9502  -0.3288
C  3.3308  -2.5890  -3.9412
Sb  1.0876  -0.2587  -0.1379
C  3.3183  -3.5929  2.7765
H  3.2479  -0.2737  2.2183
H  4.7025  -0.0042  -0.9279
H  -1.5805  -0.5492  1.7142
C  -5.4758  -0.1608  0.7467
C  -2.7311  4.2933  -4.2633
H  -6.2986  0.1765  1.3613
O  0.6789  -3.3101  4.7839
C  -0.4677  -1.3753  3.3392
H  0.1474  -0.2892  -4.4620
C  -3.3518  -1.0333  -0.7926
H  2.2753  3.6888  2.9326
C  1.6147  -1.0972  -3.1253
N  -7.0432  -3.1512  1.4571
O  1.4099  -1.9134  6.2848
C  -0.3672  1.2131  4.3645
C  2.9892  -1.3203  2.1160
H  4.5675  4.1600  2.0883
C  0.2362  0.1956  5.0598
C  3.9626  3.3848  1.6406
H  -3.6310  5.7993  -5.4843
C  2.2359  -1.7753  -4.1677
H  -0.4417  -0.5630  -2.8185
C  -6.2653  -2.4338  1.0056
H  1.8526  -1.6574  -5.1729
H  0.6170  0.8031  -3.1580

Summary:
* highest occupied orbital energy (spin up / spin down): -4.51 / -5.37 eV
* E_tot: -100033.029 eV
* spin multiplicity: 5
* Kohn-Sham gap (spin up / spin down): 5.61 / 6.47 eV
* energy relative to the best compared isomer or geometry (same formula, charge and spin): 0.161 eV
* net charge: -1

How positive or negative is each atom? The Löwdin charges in e answer that: C -0.298; O -0.232; C -0.155; H 0.117; C -0.120; H 0.098; S 0.603; H 0.076; H 0.117; C -0.163; H 0.088; H 0.066; H 0.057; N -0.331; C -0.659; C -0.253; H 0.079; C -0.115; C -0.133; C -0.057; H 0.081; H 0.102; H 0.097; H 0.092; C -0.310; C -0.060; H 0.066; C -0.126; C -0.060; C -0.087; H 0.095; C -0.261; C -0.114; H 0.085; C -0.022; C -0.338; H 0.102; H 0.097; H 0.102; H 0.109; C -0.103; H 0.122; C -0.119; H 0.105; C -0.049; Cr 0.391; C -0.078; C -0.586; C -0.089; C -0.122; C -0.340; O 0.068; C -0.332; H 0.086; H 0.110; C -0.048; C -0.090; Sb 1.610; C -0.091; H 0.092; H 0.081; H 0.101; C -0.043; C -0.137; H 0.112; O 0.058; C 0.014; H 0.081; C -0.126; H 0.105; C -0.319; N 0.132; O 0.053; C -0.001; C -0.115; H 0.098; C 0.023; C -0.089; H 0.093; C -0.055; H 0.046; C -0.220; H 0.106; H 0.029